Entry 1:
Formula: C66H55N11O31S2V
Source: the Open Molecules 2025 dataset
Level of theory: the ωB97M-V functional and the def2-TZVPD basis

Values from the calculation:
2S+1 ... 2
Net charge ... -2
F_max ... 0.1649 Eh/bohr
Frontier orbital gap (alpha / beta) ... 5.80 / 5.80 eV
⟨S²⟩ ... 0.78

The geometry in XYZ format:
```
166
Properties=species:S:1:pos:R:3:forces:R:3
V -0.5208 3.0923 0.7172 0.27 2.63 2.92
S -2.5473 4.7505 0.2903 -4.04 7.06 2.39
S 0.4089 0.6407 0.3421 -0.23 3.08 2.12
O 7.5009 3.7897 -2.4604 -0.11 1.56 0.61
O -2.5073 3.7071 1.2907 1.58 -4.97 2.16
O -5.5031 -6.2080 0.4431 1.21 1.15 -0.75
O 1.5471 4.1420 -1.2636 0.45 1.02 -1.28
O -3.8563 4.9144 -0.2770 -1.15 -2.48 -2.79
O 0.2800 -0.7232 0.5841 -0.89 -4.26 0.54
O -4.2628 -1.1124 7.8151 3.27 0.06 -0.50
O -1.3968 4.4546 -0.5398 2.94 -1.96 -2.89
O 3.7250 -3.1212 3.4703 -1.16 0.25 0.55
O 6.5338 1.9945 -2.9927 -1.22 0.99 1.97
O -6.8707 -4.9656 -0.6212 0.99 -0.01 -0.28
O 3.0206 -1.4536 -4.9386 -0.65 -0.12 0.13
O -1.9031 -7.6201 4.6767 -2.75 1.31 1.77
O 5.6138 -4.1293 3.2799 -0.64 0.37 -0.27
O -9.0343 -0.5775 0.2040 1.36 -0.33 1.76
O 2.9685 5.7555 -1.1731 0.12 1.66 0.38
O 1.5896 1.0355 -0.3041 3.67 0.30 -2.64
O 2.9895 0.0235 -3.3254 -2.29 -2.42 -2.41
O -0.7402 1.2869 -0.3310 -2.28 0.58 -2.20
O 0.2771 -7.5874 -0.5586 -0.61 0.39 0.23
O 1.6531 -9.1192 -1.1022 0.92 1.02 0.15
O -5.0475 5.5764 -3.2746 1.02 -0.11 0.33
O -5.8835 5.1608 -5.2134 2.11 -0.28 1.03
O -7.7237 -0.9570 1.9747 -1.00 0.37 -1.61
O -2.1154 -1.2953 8.3170 -1.15 0.52 -1.43
O 2.3387 4.4906 4.7814 0.41 0.26 -0.65
O -2.4023 6.0212 0.9592 2.12 1.20 0.94
O 0.3474 3.9774 1.7536 -1.44 -1.31 -2.24
O 1.9135 6.0637 3.2893 1.21 -0.88 0.66
O 0.3606 1.4692 1.5981 -0.40 -0.16 1.72
O -0.3455 -8.6376 3.6912 -0.29 1.82 -0.10
N -3.0248 -1.1114 7.5051 -2.32 -0.51 1.40
N -4.9589 5.0630 -4.3484 -2.19 -1.20 -1.98
N -8.0000 -0.4477 0.8840 0.28 0.56 -0.63
N 1.3938 -7.9426 -0.8639 -0.99 -1.21 -0.16
N 4.7147 -3.3947 2.8631 1.51 -0.75 -0.61
N -5.7275 -5.1884 -0.2063 -2.60 -0.06 0.76
N 2.4352 4.8562 -1.7468 0.74 -2.92 0.79
N 1.6166 5.2240 4.1274 -0.84 1.06 -0.37
N -0.9288 -7.5721 4.0341 4.26 -2.86 -2.35
N 6.7040 2.9292 -2.1759 2.45 -2.90 -0.86
N 2.4015 -0.7477 -4.1764 0.93 3.03 2.27
C -1.7399 2.9760 -4.1018 0.69 -0.54 -1.99
C 4.3250 -4.8832 -1.4671 -1.83 -0.28 0.17
C 6.3059 2.7781 -0.7437 -1.54 -0.45 0.67
C 0.0830 0.0559 -3.3841 0.37 0.65 0.33
C -4.2486 -1.8372 -1.2969 1.26 -2.36 2.44
C 3.1756 4.3223 -2.9418 -0.09 -0.69 -1.51
C 4.2981 -1.1971 -0.1880 0.44 -0.35 0.69
C 3.7436 -7.1426 -0.9175 1.01 0.25 1.50
C 6.8401 2.6931 1.6249 -0.02 -0.27 0.08
C -1.3078 0.0614 -3.5142 0.28 -0.76 -1.25
C -1.1328 -1.5639 -5.2773 -0.32 1.03 -1.15
C -1.5856 -0.3922 5.6340 2.68 -1.10 -0.94
C -3.5440 -4.1732 0.2111 0.19 -1.57 1.07
C -4.7889 1.4203 0.3210 1.71 1.71 -1.79
C 0.5629 -3.7728 2.7897 -0.72 -0.40 1.13
C -7.2659 1.2317 -0.8427 -0.15 0.51 0.49
C 0.8609 -0.6691 -4.2708 0.22 -0.90 -0.45
C -6.3185 2.1109 -1.3676 1.13 -0.36 0.29
C 4.5788 2.2707 0.9304 1.33 1.46 -1.70
C 0.1957 5.1874 4.4037 -0.60 0.99 0.37
C 5.6508 -1.0742 -0.4783 1.13 -0.87 -0.63
C 6.6298 -1.9580 0.0250 -2.63 1.27 -0.39
C -6.9684 0.4644 0.2926 -0.49 -0.09 -0.94
C -0.3833 4.1022 4.9726 -2.06 -1.36 0.08
C -1.8992 -0.6243 -4.6066 0.65 -0.08 2.72
C 0.8972 -4.8891 2.0395 0.57 -0.14 0.53
C -0.5577 -5.1765 4.3558 -1.74 -4.39 1.60
C -2.7499 -0.9638 6.0559 -1.03 0.21 0.78
C 4.5518 4.6761 -3.2113 -3.31 0.13 0.37
C -1.7869 4.1083 5.1362 0.66 0.14 0.38
C -3.8054 4.1383 -4.7219 1.24 -0.21 -0.02
C 4.9885 2.4689 -0.4336 -0.74 -0.88 1.05
C 2.9406 -4.5933 -1.6246 0.24 -2.13 -0.72
C -2.4170 3.0844 -6.4357 -0.08 -0.50 1.56
C -2.2415 -0.6643 3.3483 1.54 -0.61 0.66
C -0.2190 -3.9794 3.9755 1.87 4.02 -2.16
C 4.9226 -2.7575 1.5517 -1.64 0.84 -1.09
C -1.9860 6.3082 4.3213 1.06 0.26 -0.57
C 3.8889 -2.0035 0.8998 1.67 0.32 0.02
C -5.1347 -2.9202 -1.0939 -0.21 0.33 -0.15
C 5.5200 2.5852 1.9148 -2.21 -1.72 0.73
C -0.2544 -6.3116 3.6152 -0.62 0.92 -1.39
C 0.2553 -1.5069 -5.2091 0.63 -0.28 0.65
C 2.3520 -6.8667 -0.9799 2.75 0.50 -1.98
C -2.7086 -3.1181 0.2149 0.76 2.56 -1.45
C -3.5763 3.7766 -6.0580 0.02 0.28 0.02
C 4.7548 -6.1643 -1.0663 -2.21 1.44 -0.55
C 7.2083 2.7982 0.3179 1.82 1.56 -1.38
C -3.7604 -1.3032 5.1720 0.30 0.66 -1.72
C 3.1294 2.8804 -4.8704 2.11 -0.61 0.72
C -2.6180 5.1926 4.7827 1.17 -2.02 0.73
C 5.1578 4.1127 -4.3092 -0.03 -0.48 -1.01
C -1.2126 -0.4173 4.2739 -2.19 1.03 0.74
C -3.0078 -1.9744 -0.5559 -1.71 0.53 0.16
C -5.6874 0.5296 0.7941 -0.35 -0.38 1.57
C 6.1717 -2.8425 0.9873 2.55 0.01 0.04
C -2.8764 3.6649 -3.7571 -1.16 0.57 0.43
C 2.4427 3.4320 -3.7883 2.05 1.44 0.62
C -0.5739 6.3048 4.1628 -1.52 1.00 -0.67
C 1.9450 -5.6408 -1.5139 1.43 1.40 1.20
C -3.4776 -1.1185 3.8015 -0.23 0.23 0.47
C 0.4192 -6.1358 2.3955 -0.90 -1.75 1.52
C -5.0213 2.2379 -0.8129 -1.75 -1.49 0.14
C -4.7732 -4.0735 -0.3761 0.15 0.05 -0.63
C -1.4850 2.6686 -5.4586 -1.43 0.75 -0.39
C 4.5614 3.1000 -5.0819 -3.06 1.10 0.88
H -0.6789 2.0377 -5.8027 0.34 0.07 0.34
H -0.4983 -3.1271 4.5771 -0.02 0.17 -0.06
H -3.8334 1.4516 0.8234 0.19 0.22 -0.11
H -1.9561 0.5330 -2.7906 0.29 0.37 0.03
H -3.1936 -5.0102 0.7968 -0.60 -0.48 -0.11
H 6.1108 4.5262 -4.6043 0.34 -0.41 0.17
H -0.1754 7.2102 3.7293 0.40 -0.20 -0.01
H -4.5615 -0.9293 -1.7911 0.10 0.01 0.01
H 0.5496 -6.9775 1.7314 0.22 -0.10 0.13
H 2.8701 -1.8989 1.2426 -0.05 -0.37 0.20
H 5.2170 2.5326 2.9501 -0.14 0.01 0.14
H 2.7054 -3.6181 -2.0247 -0.41 0.03 0.17
H -1.1836 -5.3986 5.2075 0.00 0.47 0.37
H 3.5638 1.9626 1.1335 -0.13 0.20 0.06
H 4.1129 -8.0740 -0.5143 -0.47 -0.44 -0.18
H -2.5780 7.1393 3.9674 0.25 0.24 0.02
H 5.0971 2.5952 -5.8723 -0.05 0.03 -0.01
H 6.0157 -0.3721 -1.2134 -0.41 0.32 -0.20
H 2.5841 2.0906 -5.3657 0.22 0.03 -0.62
H 3.6439 -0.5951 -0.8013 -0.60 0.05 0.43
H -4.7803 -1.5574 5.4201 0.28 -0.26 0.49
H -1.7903 -3.1151 0.7833 0.07 -0.08 0.05
H -6.1751 -2.8425 -1.3732 0.01 -0.06 -0.42
H 0.9334 -2.1403 -5.7617 -0.29 -0.20 -0.27
H -1.6844 -2.1935 -5.9597 0.44 -0.31 -0.25
H -3.0617 3.7190 -2.6945 -0.15 0.86 0.12
H -4.2952 -1.2680 3.1118 0.05 -0.22 -0.16
H 1.6830 -5.0124 1.3089 -0.25 1.12 -0.71
H -2.4285 -1.0914 -0.3300 0.49 0.14 -0.66
H 0.8283 -2.7526 2.5547 0.29 -0.06 -0.27
H 4.2468 2.2963 -1.1995 -0.02 0.00 -0.23
H -4.2745 3.9802 -6.8564 -0.26 0.41 0.27
H 1.4075 3.2030 -3.5824 0.04 0.01 0.08
H 5.8121 -6.1924 -0.8479 -0.01 -1.09 -0.02
H 0.8947 -5.4668 -1.6954 0.00 0.16 -0.04
H 0.5882 0.6629 -2.6474 -0.03 -0.09 0.47
H -3.6779 5.0100 4.8808 -0.13 0.56 -0.11
H -8.2502 1.2964 -1.2824 -0.12 -0.53 0.15
H 5.0094 5.4732 -2.6441 0.06 -0.13 0.15
H -6.5726 2.6601 -2.2621 -0.09 0.19 0.01
H 7.5585 2.5811 2.4236 0.26 0.60 -0.09
H 7.6303 -1.8383 -0.3638 0.16 -0.53 0.34
H -5.2932 0.0218 1.6620 -0.79 -0.57 0.06
H -0.2527 -0.0220 3.9759 0.05 -0.11 -0.19
H 8.2149 3.1758 0.2145 0.39 -0.54 -0.79
H 5.0159 -4.0798 -1.6761 0.19 0.04 0.22
H -2.2193 3.2494 5.6280 -0.17 -0.24 -0.25
H -0.7508 -0.1708 6.2824 -0.40 0.18 0.68
H -2.9755 -0.5448 -4.6476 -0.10 -0.31 -0.48
H 6.9807 -3.4706 1.3301 -0.53 -0.45 0.79
H -1.8904 -0.5790 2.3305 -0.74 -0.01 -0.46
H -4.3053 2.8717 -1.3149 0.05 0.09 0.65
H 0.1511 3.1767 5.1281 0.20 0.13 0.23
H -2.3384 2.7382 -7.4557 0.19 0.17 -0.10
H -1.0275 2.6043 -3.3801 -0.30 0.26 0.40
```
Forces are in eV/Å.


Entry 2:
Formula: C66H60NO5P3SSiY
Source: the Open Molecules 2025 dataset
Level of theory: the ωB97M-V functional and the def2-TZVPD basis

Values from the calculation:
Net charge ... -1
F_max ... 0.0410 Eh/bohr
Frontier orbital gap (alpha / beta) ... 5.62 / 5.54 eV

The geometry in XYZ format:
```
138
Properties=species:S:1:pos:R:3:forces:R:3
Y 0.0013 -1.5552 1.4253 -1.10 -0.59 -0.97
S -0.7946 -1.2838 3.8894 -0.63 -0.36 1.98
P -1.9629 0.9659 1.7063 -0.53 1.29 0.11
P 2.4670 0.3953 1.3097 0.78 -0.32 0.00
P 0.2003 -0.1488 -1.5062 0.03 -0.45 -1.04
Si 0.5388 -4.8810 -0.2737 0.73 -0.49 -0.44
O 0.3391 -0.4039 3.4643 -0.12 -0.32 -0.15
O -1.2783 -1.0276 5.2164 -0.04 0.07 0.04
O -1.1497 2.1083 -0.8449 0.02 0.18 -0.17
O -1.8751 -1.0519 2.8288 0.62 -0.27 0.32
O -0.3614 -2.6734 3.6370 0.16 -0.04 -0.61
N -0.5336 -3.6008 0.1648 1.02 0.46 0.47
C -6.5511 0.3636 2.0477 -0.06 -0.09 0.12
C -3.0253 3.6510 1.7951 0.05 0.07 -0.06
C -4.7046 -4.0211 0.0011 -0.17 0.01 -0.02
C -4.1108 -2.7744 0.1326 -0.03 0.10 0.11
C -3.7759 0.7082 1.9501 0.10 -0.33 -0.14
C 4.5134 -1.5138 1.8990 0.11 0.10 -0.16
C 2.7282 0.8192 -0.4241 -0.25 0.73 0.02
C 4.8833 -2.7478 2.3983 0.25 0.12 0.01
C -1.8870 -3.7775 0.1635 -0.55 0.01 -0.09
C 3.0521 2.4828 -3.1323 0.17 -0.09 -0.36
C -2.0057 -3.2871 -3.0059 -0.08 -0.12 -0.11
C 0.1166 -5.8362 -1.9080 -0.19 0.45 0.54
C -2.3116 2.7175 1.0623 0.38 -0.27 -0.52
C 1.8604 -1.4831 -3.3315 -0.22 0.28 0.07
C -4.5844 1.0373 0.8599 0.04 -0.08 0.01
C -2.1222 4.3243 -0.7582 0.18 -0.07 -0.21
C 3.6675 1.5303 3.5191 -0.09 -0.02 -0.12
C 3.7859 1.3790 2.1411 -0.32 0.07 -0.03
C 0.1482 2.5091 -4.7032 -0.10 0.06 -0.15
C 4.9384 1.8269 1.5008 -0.17 0.00 0.00
C -0.9570 -2.5355 -2.5093 -0.02 0.15 -0.06
C 0.7146 -6.2762 1.0471 -0.16 0.62 -0.35
C 2.5799 -3.4527 2.3506 0.31 0.04 0.08
C 3.1688 -1.2610 1.6315 -0.45 -0.23 -0.13
C -0.9182 5.9370 -2.2728 -0.14 -0.17 0.04
C -3.4091 -1.3497 -3.0076 -0.10 0.02 -0.06
C -0.0328 2.4119 2.9312 -0.01 0.06 0.01
C 2.9878 -2.0227 -3.9564 -0.30 -0.23 -0.16
C -1.7606 4.6532 -2.1957 -0.08 0.09 -0.10
C 3.9101 -3.7008 2.6607 -0.27 -0.25 -0.03
C -5.9548 0.8677 0.9056 -0.09 0.02 -0.17
C -0.9740 3.5146 -2.8137 -0.16 -0.05 0.34
C -3.0787 4.8156 -2.9804 0.17 0.02 0.05
C -4.3803 0.1570 3.0738 0.16 -0.08 -0.01
C 4.3450 -1.8036 -3.6810 0.86 0.25 0.00
C 5.8291 2.5804 3.5964 -0.03 0.07 0.08
C -1.1180 -1.1748 -2.2732 0.16 -0.21 0.01
C 4.9100 -0.7715 -3.0007 0.00 -0.45 -0.24
C -3.2317 -2.6998 -3.2572 -0.03 0.02 -0.11
C 4.6844 2.1312 4.2388 0.15 0.05 0.17
C -2.5221 -5.0331 0.0729 0.05 0.15 0.08
C -3.8944 -5.1454 -0.0179 -0.13 -0.10 -0.01
C -2.3635 -0.5942 -2.5131 0.09 0.01 0.04
C -1.8526 3.0792 -0.1984 -0.53 0.48 0.67
C 2.5916 2.8937 -1.8612 0.13 0.36 -0.15
C -2.7410 -2.6555 0.2092 0.24 -0.08 0.13
C 4.1427 0.3498 -2.4123 -0.18 -0.18 0.71
C 2.2493 -4.1406 -0.7360 -0.46 -0.24 0.27
C -2.8208 5.2399 0.0177 0.09 -0.06 0.00
C -0.0251 1.2783 -2.6635 -0.22 0.36 0.74
C 3.6879 1.3281 -3.4348 -0.09 0.29 -0.09
C 0.4000 1.3563 -3.9756 -0.22 -0.09 0.15
C 2.9970 -0.1993 -1.4767 0.90 -0.10 -0.19
C -5.7565 0.0027 3.1237 -0.17 0.05 0.08
C -1.1015 2.5131 5.4662 -0.01 0.10 0.20
C 0.6321 3.1003 3.9234 0.02 0.06 -0.13
C -1.7690 1.8150 4.4717 0.00 0.00 -0.27
C -0.7253 2.3469 -2.1069 0.33 -0.05 -0.69
C 5.9532 2.4254 2.2264 0.08 0.01 -0.04
C 0.0923 3.1544 5.2007 0.04 0.00 0.16
C 1.7906 -0.6835 -2.2222 -0.28 -0.38 -0.13
C 2.1650 -2.2351 1.7970 1.05 -0.01 0.29
C -0.5143 3.5756 -4.1248 0.07 -0.17 0.04
C -1.2343 1.7555 3.1960 -0.09 0.03 0.10
C 2.5189 2.1685 -0.6841 -0.03 -0.51 0.55
C -3.2593 4.9163 1.2882 -0.10 0.05 0.05
H 0.5148 -5.3241 -2.7799 0.07 0.19 -0.14
H 2.2124 -3.0549 -0.7826 0.01 0.11 0.02
H -3.7661 -0.1972 3.8873 -0.05 -0.01 0.06
H 0.3882 2.3518 1.9317 0.00 0.07 0.04
H 2.7720 -2.7487 -4.7314 0.04 -0.04 -0.03
H 0.6142 3.6815 5.9888 0.00 0.04 0.03
H -2.6875 1.3065 4.7098 -0.05 -0.03 0.03
H 5.0491 1.6942 0.4344 -0.01 0.03 -0.09
H -0.9499 -5.9545 -2.0538 -0.29 -0.11 -0.03
H -4.3667 -0.8846 -3.1984 -0.06 0.04 0.04
H -2.5223 0.4521 -2.2989 -0.03 0.14 -0.02
H -3.6666 3.9020 -2.9003 -0.04 -0.04 -0.03
H 5.9864 -0.7534 -2.8988 0.09 -0.01 -0.02
H 1.7430 -6.6135 1.1483 0.21 -0.01 -0.05
H 6.6204 3.0583 4.1597 0.01 -0.03 0.04
H -5.7799 -4.1139 -0.0653 -0.05 0.00 -0.01
H -1.8673 -4.3409 -3.1876 0.02 -0.10 0.00
H 1.5735 3.5886 3.7097 0.04 0.03 -0.04
H -2.8842 5.0120 -4.0323 0.02 0.03 -0.14
H 0.9173 -1.7626 -3.7886 0.06 -0.04 0.08
H 3.9415 1.1024 -4.4624 -0.02 0.09 -0.10
H -6.5601 1.1317 0.0473 0.01 0.00 -0.03
H 4.8087 0.8945 -1.7264 -0.02 -0.07 -0.08
H 5.2610 -0.7469 1.7279 0.03 -0.04 0.10
H 3.4495 -1.0779 -0.9857 -0.15 0.06 0.02
H -2.2977 -1.6598 0.2996 -0.27 -0.07 -0.17
H -1.9167 -5.9251 0.0975 0.08 -0.18 -0.03
H -4.1312 1.4324 -0.0396 -0.02 0.05 -0.06
H 0.1064 -7.1415 0.7926 -0.11 -0.10 -0.10
H -3.0269 6.2213 -0.3828 -0.05 0.11 -0.06
H 2.7760 1.1577 4.0077 -0.04 0.00 0.11
H -0.6369 6.1439 -3.3028 0.04 0.07 -0.08
H -3.6684 5.6352 -2.5778 -0.07 0.11 0.05
H 2.8594 3.1822 -3.9374 0.00 -0.05 -0.08
H -0.0127 5.8177 -1.6806 0.08 0.03 0.02
H -4.3432 -6.1296 -0.0967 0.01 -0.01 0.01
H 2.2239 2.7474 0.1929 0.01 0.06 -0.10
H 2.5919 -4.5007 -1.7029 -0.10 -0.13 -0.23
H 0.3812 -5.9194 2.0179 -0.04 0.07 0.17
H 6.8490 2.7585 1.7218 0.07 0.05 -0.05
H 2.2443 3.9179 -1.8074 -0.03 0.07 0.05
H 4.1955 -4.6508 3.1006 -0.01 0.01 0.03
H -4.7202 -1.8831 0.1744 -0.08 0.12 0.01
H -3.3988 3.3781 2.7720 -0.01 0.01 0.10
H -7.6246 0.2315 2.0907 -0.02 0.01 0.02
H -3.8007 5.6483 1.8703 -0.05 0.03 0.07
H -0.0199 -3.0112 -2.2748 0.05 -0.04 -0.07
H 4.5953 2.2454 5.3096 -0.06 0.00 0.09
H -1.5227 2.5481 6.4615 -0.01 -0.03 0.07
H 0.4730 2.5771 -5.7302 0.06 0.00 -0.12
H 3.0066 -4.4076 -0.0081 0.16 0.04 0.16
H 0.9204 0.5272 -4.4293 0.08 0.00 -0.01
H 0.5518 -6.8318 -1.8991 0.17 -0.18 0.14
H 5.0351 -2.4993 -4.1432 0.03 -0.11 -0.01
H 1.8455 -4.2122 2.5823 -0.08 -0.09 -0.01
H 5.9251 -2.9478 2.6250 -0.03 -0.02 -0.02
H -4.0479 -3.2913 -3.6452 -0.08 -0.07 0.01
H -0.6913 4.4674 -4.7097 -0.03 0.06 -0.04
H -1.4693 6.7933 -1.8936 -0.07 0.11 0.06
H -6.2147 -0.4057 4.0135 0.00 -0.07 0.06
```
Forces are in eV/Å.


What is the net charge in the second record?
-1


Which value of net charge does entry 2 give?
-1